Entry 1:
ORCA calculation (ωB97M-V with the def2-TZVPD basis set) on C19H39NO12Zr as an isolated structure.

Results
Total charge = +2

Atoms and positions in Å:
Zr 5.268 10.913 19.906
O 3.968 9.309 20.556
C 2.576 9.557 20.345
C 2.210 10.819 19.515
O 3.333 11.667 19.325
H 2.043 9.539 21.303
H 2.128 8.662 19.899
H 1.458 11.452 19.988
H 1.780 10.541 18.549
C -0.617 12.826 21.975
N -0.639 11.829 23.078
O -1.503 10.983 23.031
O 0.169 11.971 23.988
H 0.373 13.265 21.890
H -1.341 13.633 22.067
H -0.889 12.306 21.058
O 5.484 11.854 17.432
C 5.537 12.254 16.272
O 5.252 13.479 15.925
C 4.921 14.466 16.931
C 4.372 15.666 16.163
C 5.933 11.389 15.119
H 5.804 14.754 17.498
H 4.162 14.065 17.602
H 3.880 16.346 16.862
H 3.548 15.369 15.516
H 5.190 16.154 15.643
H 6.811 10.819 15.426
H 6.308 11.962 14.268
H 5.105 10.826 14.698
O 5.425 9.355 18.255
C 5.297 8.481 17.404
O 6.125 7.487 17.265
C 7.335 7.394 18.032
C 7.944 6.015 17.882
C 4.176 8.433 16.440
H 7.186 7.621 19.090
H 8.017 8.125 17.587
H 7.339 5.246 18.359
H 8.934 6.031 18.335
H 8.075 5.794 16.824
H 3.609 7.516 16.631
H 4.408 8.334 15.382
H 3.557 9.315 16.596
O -0.203 13.952 18.637
C 0.868 14.387 18.311
O 1.503 14.029 17.167
C 0.808 13.185 16.257
C 1.842 12.323 15.535
C 1.647 15.373 19.141
H 0.292 13.809 15.526
H 0.081 12.557 16.771
H 2.224 11.551 16.216
H 2.661 12.910 15.128
H 1.366 11.716 14.763
H 2.712 15.259 18.957
H 1.393 15.219 20.184
H 1.264 16.340 18.811
O 4.954 11.564 21.985
C 4.560 11.785 23.148
O 5.097 12.641 23.944
C 6.196 13.443 23.496
C 7.533 12.793 23.849
C 3.395 11.074 23.736
H 6.125 14.442 23.925
H 6.116 13.628 22.422
H 7.687 12.683 24.921
H 8.387 13.289 23.399
H 7.461 11.767 23.468
H 3.782 10.080 23.986
H 2.615 10.965 22.988
H 3.026 11.576 24.623

Mulliken atomic charge list, values in e, 4 entries: number 1, Zr, carries 1.917; number 2, O, carries -0.661; number 3, C, carries -0.704; number 4, C, carries 0.399

Entry 2:
ORCA calculation (ωB97M-V with the def2-TZVPD basis set) on C19H30NY as an isolated structure.

Results
Total charge = +2
Energy above the lowest of the compared OMol25 structures with the same formula, charge and spin = 0.000 eV

Atoms and positions in Å:
C 1.370 2.093 -1.847
H 2.241 2.449 -1.275
H 1.675 1.832 -2.862
H -0.137 -1.006 1.618
C 0.247 3.125 -1.853
H -0.670 2.714 -2.321
H -0.033 3.381 -0.814
C 0.602 4.437 -2.590
H -0.254 5.119 -2.577
H 1.445 4.937 -2.110
H 0.864 4.235 -3.634
C -0.696 -1.702 -0.475
C -1.321 -0.817 -1.414
C -0.362 -0.513 -2.429
C 0.880 -1.153 -2.085
C 0.684 -1.873 -0.857
C 1.674 -2.761 -0.181
C 2.118 -1.142 -2.908
C -0.645 0.190 -3.711
C -2.788 -0.547 -1.487
C -1.437 -2.545 0.517
Y 0.508 0.482 -0.333
H 3.008 -1.330 -2.297
H 2.065 -1.927 -3.679
H 2.255 -0.185 -3.425
H 2.690 -2.570 -0.546
H 1.685 -2.632 0.914
H 1.443 -3.819 -0.392
H -2.370 -2.059 0.843
H -1.708 -3.518 0.071
H -0.835 -2.767 1.414
H -2.997 0.328 -2.111
H -3.337 -1.399 -1.923
H -3.202 -0.365 -0.486
H 0.100 0.959 -3.930
H -0.638 -0.523 -4.550
H -1.632 0.667 -3.694
C -0.539 -0.260 6.176
C -0.264 0.020 4.739
C 1.021 -0.215 4.225
C 1.251 -0.198 2.875
N 0.119 -0.078 2.019
C -1.055 0.544 2.525
C -1.269 0.484 3.878
H -0.357 -1.322 6.401
H 0.113 0.322 6.844
H -1.579 -0.034 6.428
H 1.836 -0.450 4.916
H 2.203 -0.293 2.351
H -1.730 0.925 1.759
H -2.245 0.756 4.284

Mulliken atomic charge list, values in e, 4 entries: number 1, C, carries -1.260; number 2, H, carries 0.523; number 3, H, carries 0.311; number 4, H, carries -0.253

Entry 3:
ORCA calculation (ωB97M-V with the def2-TZVPD basis set) on an isolated ion of composition BrHNO4S and charge -1.

Results
SMILES = O=S(=O)([O-])ONBr
Total charge = -1
Energy above the lowest of the compared OMol25 structures with the same formula, charge and spin = 0.000 eV

Atoms and positions in Å:
O -0.568 -1.553 -0.337
S -0.946 -0.307 0.225
O -1.157 0.772 -0.712
O -1.914 -0.471 1.281
O 0.424 0.158 1.073
N 1.536 0.741 -0.084
Br 1.892 -0.591 -1.142
H 0.734 1.251 -0.302

Mulliken atomic charge list, values in e, 4 entries: number 1, O, carries -0.606; number 2, S, carries 1.272; number 3, O, carries -0.706; number 4, O, carries -0.667

| no. | lowest unoccupied orbital energy (eV) | DFT total energy (eV) |
| --- | --- | --- |
| 1 | -7.88 | -47660.117 |
| 2 | -9.44 | -22705.281 |
| 3 | 3.31 | -90572.606 |